This record from the OMol25 dataset describes 5 unconnected molecules or ions with the total composition C12H22Br8F3N3OPS. The level of theory is ωB97M-V/def2-TZVPD.

ORCA input file:
```
! RIJCOSX wB97M-V def2-TZVPD def2/J DEFGRID3
* xyz 1 1
N 2.2368 -3.4062 2.7295
P 3.4299 -3.1349 1.7847
N 3.0148 -1.8169 0.6397
C 3.2236 -0.4859 0.9709
C 2.7717 0.1895 -0.0946
C 2.7961 1.7071 -0.1103
F 4.0417 2.1303 0.0076
F 2.1567 2.1249 0.9968
F 2.1692 2.2349 -1.1475
N 2.3176 -0.7033 -1.0229
O 1.7630 -0.3692 -2.2151
C 2.4693 -1.9504 -0.5665
S 2.0745 -3.4859 -1.2710
H 1.4613 -2.7903 2.5043
H 3.7510 -4.2704 1.0034
H 4.5734 -2.6897 2.4918
H 3.6295 -0.1140 1.8965
H 0.8061 -0.5222 -2.1417
H 0.9978 -3.2985 -2.0660
Br -0.6218 -2.9277 0.7868
C -1.3492 -4.1906 2.0878
C -1.9866 -5.3717 1.4098
Br -3.7281 -4.9208 0.6734
H -2.0401 -3.6328 2.7117
H -0.4931 -4.5026 2.6852
H -2.1761 -6.1629 2.1319
H -1.3904 -5.7662 0.5929
Br 2.1953 7.3749 3.5765
C 2.7472 6.5790 1.8909
C 3.3193 5.2025 2.0886
Br 5.1304 5.2619 2.7806
H 3.4434 7.2715 1.4286
H 1.8428 6.5180 1.2903
H 3.4029 4.6872 1.1334
H 2.7351 4.5981 2.7760
Br -7.1500 -2.9616 0.1859
C -6.2728 -2.8350 -1.5464
C -7.0326 -3.5845 -2.6073
Br -6.7548 -5.5040 -2.4539
H -5.2588 -3.2012 -1.4151
H -6.2455 -1.7711 -1.7746
H -6.6674 -3.3202 -3.5976
H -8.1035 -3.4143 -2.5612
Br 0.5035 6.1544 -1.4601
C -0.3819 4.4573 -1.8031
C -1.3422 4.5590 -2.9589
Br -2.9827 5.4636 -2.4431
H -0.8627 4.1587 -0.8762
H 0.4200 3.7600 -2.0342
H -1.6522 3.5681 -3.2857
H -0.9313 5.1043 -3.8027
*
```

Calculated values
Kohn-Sham gap = 7.63 eV

***

This record from the OMol25 dataset describes 2 unconnected molecules or ions with the total composition C17H21ClF4NO8. The level of theory is ωB97M-V/def2-TZVPD.

ORCA input file:
```
! RIJCOSX wB97M-V def2-TZVPD def2/J DEFGRID3
* xyz -1 1
C 1.2946 -2.2555 1.1347
C 0.7862 -1.7617 -0.2023
N 1.4979 -1.6426 -1.2439
C -0.7045 -1.4055 -0.3144
C -1.0132 -0.0636 -0.9996
C 0.0137 1.0450 -0.7022
C 0.4406 1.2598 0.7165
O 0.2148 0.5574 1.6545
O 1.2132 2.3980 0.8804
C 2.6101 2.1612 0.7721
C 3.2718 2.1053 2.1074
O 3.1018 2.0537 -0.3008
O -0.8569 -0.2886 -2.4381
C -1.6550 0.5491 -3.1081
O -1.5027 0.9276 -4.2221
O -2.7318 0.8717 -2.3522
C -2.5282 0.4404 -0.9704
C -2.8767 1.7329 -0.1964
C -2.7756 1.8665 1.3385
C -3.1096 0.6584 2.1926
Cl -3.9425 3.1803 1.8183
C -3.6096 -0.6750 -0.8256
F -3.4418 -1.4057 0.3032
F -4.8306 -0.0801 -0.7148
C -3.6723 -1.6624 -2.0352
F -4.0567 -2.8834 -1.5805
F -4.5998 -1.2391 -2.9186
H 1.4262 -3.3407 1.1181
H 2.2653 -1.7810 1.3341
H 0.5930 -2.0112 1.9359
H 2.4669 -1.9616 -1.0816
H -1.1504 -1.4401 0.6748
H -1.1734 -2.1739 -0.9395
H 0.9264 0.7383 -1.2363
H -0.2715 2.0061 -1.1388
H 3.1263 3.0652 2.6118
H 2.7992 1.3159 2.6971
H 4.3304 1.8893 1.9724
H -2.2309 2.4864 -0.6528
H -3.8924 2.0092 -0.4767
H -1.8181 2.3035 1.6218
H -2.4533 -0.1792 1.9789
H -4.1427 0.3509 2.0057
H -3.0328 0.9302 3.2464
H -2.7131 -1.7752 -2.5412
C 5.9979 -0.8948 -0.3256
C 4.8101 -1.7678 0.1164
O 4.3673 -2.5888 -0.7215
O 4.3701 -1.5918 1.2810
H 6.3029 -1.1391 -1.3420
H 5.7203 0.1574 -0.2848
H 6.8388 -1.0515 0.3535
*
```

Calculated values
Kohn-Sham gap = 7.21 eV

***

This record from the OMol25 dataset describes 4 unconnected molecules or ions with the total composition C20H36BO7. The level of theory is ωB97M-V/def2-TZVPD.

ORCA input file:
```
! RIJCOSX wB97M-V def2-TZVPD def2/J DEFGRID3
* xyz -1 1
C 5.8233 -0.5922 1.3691
C 5.1295 0.4898 0.3032
C 5.7135 2.0082 0.0386
C 4.8761 2.9613 -1.0167
C 3.5271 2.5185 -1.8423
C 2.9582 1.0001 -1.5982
C 3.7846 0.0326 -0.5213
C 3.1065 -1.4798 -0.2972
B 1.7443 -1.1871 0.6371
O 2.2455 -1.2132 2.0515
H 6.8905 -0.2164 1.6739
H 5.8481 -1.6969 0.9180
H 5.1298 -0.6393 2.3394
H 6.7013 2.3859 0.5917
H 5.2801 4.0653 -1.1794
H 2.9151 3.2044 -2.5849
H 1.9924 0.5689 -2.1413
H 3.8049 -2.2069 0.2971
H 2.8450 -1.9953 -1.3241
H 1.3321 -0.0813 0.4576
H 0.9008 -1.9794 0.4338
H 2.4309 -0.2260 2.2326
O -0.1320 -3.5536 -1.9624
C -0.7982 -4.0550 -1.0586
O -0.5427 -5.3128 -0.6368
C -1.1164 -5.9108 0.5402
C -2.4583 -6.5402 0.2271
C -1.9700 -3.3211 -0.4741
H -1.1692 -5.1920 1.3628
H -0.4198 -6.6938 0.8600
H -3.1854 -5.7947 -0.1068
H -2.8627 -7.0469 1.1084
H -2.3592 -7.2698 -0.5842
H -2.8552 -3.5100 -1.0857
H -1.7468 -2.2485 -0.4864
H -2.1723 -3.5763 0.5636
O 0.2677 2.3033 -0.7800
C -0.3630 3.1887 -1.3550
O -1.0001 2.9303 -2.5180
C -1.9279 3.8268 -3.1563
C -1.2004 4.8134 -4.0464
C -0.3563 4.5957 -0.8320
H -2.5725 4.3173 -2.4215
H -2.5842 3.2038 -3.7743
H -0.5240 5.4524 -3.4718
H -1.9120 5.4527 -4.5774
H -0.5853 4.2841 -4.7824
H 0.5215 5.1195 -1.2172
H -0.3008 4.5575 0.2616
H -1.2584 5.1549 -1.0699
O -3.5223 -2.2380 3.5425
C -3.3716 -1.0637 3.2100
O -4.4342 -0.3143 2.8434
C -4.3967 1.1104 2.6411
C -3.9712 1.4440 1.2259
C -1.9976 -0.4677 3.1081
H -3.7744 1.6003 3.3952
H -5.4181 1.4725 2.8024
H -2.9575 1.0915 1.0158
H -4.0033 2.5245 1.0572
H -4.6319 0.9547 0.5018
H -1.5811 -0.6882 2.1227
H -1.3647 -0.9255 3.8764
H -1.9710 0.6038 3.2930
*
```

Calculated values
Kohn-Sham gap = 5.89 eV

***

This record from the OMol25 dataset describes a molecular structure, C40H35CaF3N6O8S3. The level of theory is ωB97M-V/def2-TZVPD.

ORCA input file:
```
! RIJCOSX wB97M-V def2-TZVPD def2/J DEFGRID3
* xyz 0 1
Ca -0.9714 0.0938 -0.1780
C 0.4454 -5.0634 -1.6864
O -0.2920 -4.2564 -2.6299
C -0.6713 -3.0877 -2.0166
N 0.1287 -2.9678 -0.8387
C 0.2585 -4.3481 -0.3609
C 1.3857 -4.5052 0.6184
C 1.2166 -5.2637 1.7686
C 2.2623 -5.4189 2.6700
C 3.4843 -4.8088 2.4278
C 3.6564 -4.0452 1.2788
C 2.6127 -3.8963 0.3786
C -0.5774 -1.9358 -3.0131
C -0.6129 -2.2215 -4.3757
C -0.5201 -1.1790 -5.2771
C -0.3535 0.1133 -4.8037
C -0.3123 0.2993 -3.4337
N -0.4616 -0.6971 -2.5531
C -0.1504 1.6588 -2.8680
N -0.0928 1.9380 -1.6341
C -0.2075 3.3993 -1.5223
C 0.1255 3.8605 -2.9451
O -0.1467 2.6822 -3.7480
C 0.6107 4.0073 -0.4139
C 0.8711 3.2969 0.7535
C 1.5212 3.9052 1.8170
C 1.9262 5.2292 1.7237
C 1.6765 5.9410 0.5598
C 1.0188 5.3338 -0.5004
H 1.4942 -5.0728 -1.9869
H 0.0454 -6.0746 -1.7006
H -0.6797 -4.6544 0.1178
H 0.2553 -5.7239 1.9676
H 2.1188 -6.0094 3.5659
H 4.2983 -4.9232 3.1320
H 4.6092 -3.5661 1.0866
H 2.7334 -3.2972 -0.5150
H -0.7175 -3.2446 -4.7032
H -0.5653 -1.3716 -6.3410
H -0.2593 0.9601 -5.4674
H -1.2601 3.5977 -1.2913
H 1.1810 4.1153 -3.0592
H -0.4990 4.6683 -3.3147
H 0.5570 2.2665 0.8502
H 1.6930 3.3440 2.7266
H 2.4241 5.7063 2.5576
H 1.9816 6.9766 0.4797
H 0.8069 5.9112 -1.3935
O -1.6872 4.0586 3.8277
C -2.2240 4.5972 2.7217
C -2.4613 5.9732 2.7328
C -3.0353 6.5974 1.6436
C -3.3876 5.8637 0.5132
C -3.1371 4.5039 0.4911
C -2.5508 3.8475 1.5736
C -2.2281 2.3945 1.4177
O -2.3322 1.8711 0.2607
N -1.8244 1.7859 2.5160
N -1.4149 0.4571 2.3322
C -1.7821 -0.3215 3.2701
S -1.2870 -2.0113 3.2946
C -2.5174 -2.4816 4.5360
C -2.6271 -1.3446 5.5327
S -2.7838 0.2107 4.6124
H -1.6540 3.0738 3.6759
H -2.1888 6.5268 3.6220
H -3.2172 7.6648 1.6769
H -3.8519 6.3492 -0.3352
H -3.3957 3.9041 -0.3727
H -2.1737 -3.4001 5.0114
H -3.4729 -2.6666 4.0463
H -1.7440 -1.2971 6.1690
H -3.5132 -1.4459 6.1591
O 1.4134 -0.1901 0.5927
C 2.7958 -0.0021 0.3610
C 3.2997 -0.5956 -0.9331
C 4.5223 -1.2572 -0.9663
C 4.9598 -1.8074 -2.1593
C 4.1546 -1.6860 -3.2795
C 2.9574 -0.9964 -3.1510
N 2.5368 -0.4507 -2.0141
H 1.1776 -1.1351 0.6766
H 3.3801 -0.4125 1.1897
H 2.9492 1.0793 0.3459
H 5.1098 -1.3505 -0.0610
H 5.9044 -2.3341 -2.2089
H 4.4425 -2.1082 -4.2326
H 2.3060 -0.8716 -4.0118
F -4.7338 -2.5956 -2.2197
C -4.4584 -3.1534 -1.0474
F -5.3908 -2.7765 -0.1644
F -4.5286 -4.4809 -1.1800
S -2.7935 -2.6530 -0.3533
O -2.1096 -3.2306 -1.7077
O -2.9499 -1.1851 -0.4377
O -0.5011 -2.1887 0.1244
*
```

Calculated values
Kohn-Sham gap = 7.17 eV

***

This record from the OMol25 dataset describes a molecular structure, C6H6BaO18. The level of theory is ωB97M-V/def2-TZVPD.

ORCA input file:
```
! RIJCOSX wB97M-V def2-TZVPD def2/J DEFGRID3
* xyz -4 1
Ba -0.4558 0.0341 0.0774
O -4.4419 -1.6957 -2.1529
C -3.4193 -1.2302 -1.5593
O -2.2220 -1.6593 -1.6354
O -3.7151 -0.1851 -0.8916
H -5.0483 -1.0381 -1.8045
O -2.4389 0.4558 4.4215
C -1.8521 0.4111 3.2235
O -0.7523 -0.1947 3.0169
O -2.5252 0.7496 2.2386
H -3.2076 0.9201 4.0822
O 2.8871 -0.2201 2.9885
C 3.0095 0.3442 1.7755
O 1.9933 0.8688 1.2229
O 4.0437 0.3805 1.1490
H 3.8434 -0.2484 2.9100
O 2.0609 -3.9281 0.2578
C 1.0727 -3.0364 0.1036
O 0.2698 -3.0287 -0.8984
O 0.7844 -2.3139 1.0470
H 2.4164 -3.4911 1.0351
O -0.1969 4.4364 -0.5926
C -0.3193 3.1107 -0.6073
O -1.3154 2.5407 -0.1332
O 0.7335 2.4480 -0.8755
H 0.7130 4.2371 -0.8246
O 2.2689 1.0574 -3.1983
C 1.3352 0.0928 -3.3660
O 1.2447 -0.5513 -4.3997
O 0.5585 -0.2950 -2.5423
H 2.6752 1.0286 -4.0676
*
```

Calculated values
ΔE to the lowest compared entry with this formula, charge and spin = 143.8 kcal per mole
Kohn-Sham gap = 4.79 eV

***

This record from the OMol25 dataset describes a molecular structure, C5H10O. The level of theory is ωB97M-V/def2-TZVPD.

ORCA input file:
```
! RIJCOSX wB97M-V def2-TZVPD def2/J DEFGRID3
* xyz 0 1
C 0.6166 1.4080 -1.2987
C 0.3876 -0.1743 -0.0850
C 0.6820 0.4747 1.2356
C -0.9678 -0.6941 -0.3935
C -1.3928 -1.9215 0.2830
O -1.8491 -0.6697 0.7690
H 0.3920 1.3819 -2.3742
H 1.6981 1.3780 -1.1745
H 0.1794 2.2887 -0.8241
H 1.1991 -0.7360 -0.5533
H 1.6523 0.9751 1.2733
H 0.6672 -0.3350 1.9757
H -0.1202 1.1623 1.5102
H -0.2669 0.4820 -1.1359
H -2.1477 -2.5610 -0.1795
H -0.7295 -2.4591 0.9718
*
```

Calculated values
ΔE to the lowest compared entry with this formula, charge and spin = 159.5 kcal per mole
Kohn-Sham gap = 7.92 eV